No. 1
DFT (ωB97M-V/def2-TZVPD) results for a cluster of 4 separate species, C16H31F9O3P2S2 in total at a distorted geometry.

Structure (ORCA input):
```
! wB97M-V def2-TZVPD RIJCOSX def2/J DEFGRID3
* xyz 0 1
S -1.40167 -0.03526 -0.65326
S 4.52995 1.74030 1.49005
P -0.39293 1.18973 2.30249
P -0.61604 1.55265 0.16822
F 2.80837 5.19909 2.66454
F 3.50188 1.18767 2.53235
F 5.65248 2.22495 0.50156
F 5.02668 0.26904 1.22790
F 3.53806 1.58687 0.30422
F 5.58588 1.82791 2.65632
F 3.09672 3.52284 3.91599
F 5.12931 4.16118 2.22840
F 3.85687 4.07346 0.58744
O -2.93721 -1.14375 -3.23923
O -3.82577 0.81543 1.63087
O 3.72306 -2.86724 -1.99326
C 1.53515 3.33963 2.13182
C -3.72366 -2.57303 -4.95366
C -2.61432 -2.34930 -3.93571
C -4.41417 -0.40596 2.07925
C -6.05222 1.28463 2.27838
C -3.98835 -0.46318 -3.92499
C 4.09210 3.54277 1.76365
C 4.76744 -2.21812 -1.26395
C -4.71401 1.90079 1.89666
C 4.98547 -4.54000 -0.89363
C -4.13617 -1.14302 -5.27909
C 5.23929 -3.20359 -0.20568
C 2.87640 3.84101 2.65970
C 3.69882 -4.25660 -1.65641
C 0.79707 2.40339 3.10853
C -5.61473 -0.02015 2.93201
H -2.52481 -3.16781 -3.22047
H -6.63785 1.07333 1.38055
H -3.43604 -0.70773 -5.99628
H -1.36119 2.73450 -0.01790
H -5.14132 -1.05659 -5.69021
H -1.64563 -2.21072 -4.42809
H 4.38807 -1.29150 -0.83305
H -4.55793 -3.10520 -4.48987
H 5.79599 -4.75868 -1.59305
H 4.89444 -5.37921 -0.20534
H -4.29759 2.49049 2.72258
H -4.71880 -0.98120 1.19857
H 4.61675 -3.12050 0.68860
H 0.25790 -0.05916 2.38501
H -4.78047 2.53921 1.01352
H 0.68284 1.70629 -0.37291
H 0.17661 3.03721 3.72045
H 1.68528 2.90299 1.15084
H -5.30008 0.16649 3.96187
H 2.81810 -4.44198 -1.03197
H -6.38838 -0.78669 2.94636
H -3.39522 -3.14521 -5.82047
H -3.73899 0.59551 -4.00857
H -3.67161 -0.98460 2.63005
H 5.56999 -1.97376 -1.96859
H 6.27675 -3.04822 0.08721
H -4.90371 -0.55863 -3.33000
H 0.89512 4.19533 1.98402
H -6.64605 1.92661 2.92805
H 1.47020 1.81422 3.71523
H 3.60786 -4.84888 -2.56764
*
```

The calculation puts the frontier orbital gap at 8.6 eV. The calculated total energy is -3231.68615 Ha. The HOMO energy is -8.102 eV. As for the SMILES: FC(F)(CCP[PH2]=S)C(F)(F)S(F)(F)(F)(F)F.C1CCOC1.C1CCOC1.C1CCOC1.


No. 2
DFT (ωB97M-V/def2-TZVPD) results for a structure of composition C16H31NOP2Pb at a distorted geometry.

Structure (ORCA input):
```
! wB97M-V def2-TZVPD RIJCOSX def2/J DEFGRID3
* xyz 0 1
Pb 2.16121 1.27100 3.58994
P -1.98078 -2.18340 -1.21911
P -1.03433 0.42112 -2.87759
O 4.40162 2.53713 6.96213
N 2.98734 1.00234 5.78342
C 3.33492 3.17908 3.42620
C 3.69303 1.74751 6.40217
C -0.02112 -0.39055 2.86337
C 1.02854 -1.07596 2.36465
C 2.52258 0.02605 0.37199
C 1.14897 2.06075 1.03025
C -3.49139 -2.74285 -0.33657
C -1.84454 -0.99237 -3.79954
C -0.20207 1.42713 0.89728
C 1.49446 -1.06255 0.93190
C -2.73987 -1.85624 -2.89907
C 2.33590 1.46033 0.77276
C -2.24670 1.75871 -3.24784
C -1.20030 -3.81993 -1.55094
C -0.86752 0.60542 2.09779
C 0.26472 0.84397 -4.10507
H 0.75496 1.77110 -3.77487
H -1.34033 1.35801 2.76697
H 1.00716 0.03291 -4.11956
H 3.29747 2.03556 0.88253
H -0.32527 -3.68082 -2.20116
H -1.80704 2.71206 -2.92114
H -1.02665 -1.59001 -4.23469
H -1.72681 0.03305 1.67479
H -0.86516 -4.23541 -0.58959
H 1.12514 3.11939 1.41168
H 4.35668 2.72926 3.46933
H -3.16947 1.58132 -2.67807
H -0.91854 2.24768 0.66297
H -0.16654 0.98089 -5.10765
H -2.43212 -0.55482 -4.62023
H -3.18855 -3.11916 0.65114
H 1.69957 -1.67728 3.03892
H 3.54439 -0.32890 0.61558
H -0.26780 -0.43097 3.96135
H -4.15673 -1.87793 -0.20078
H -3.70834 -1.36320 -2.71318
H -2.46839 1.79854 -4.32377
H -4.00923 -3.53359 -0.89909
H 2.48482 -0.01297 -0.74052
H -1.91765 -4.50535 -2.02434
H 3.05146 3.73808 2.54989
H 2.96976 3.70267 4.34172
H -2.92997 -2.83282 -3.36853
H -0.20524 0.77663 0.00533
H 1.99064 -2.04591 0.74999
H 0.60313 -1.04474 0.27689
*
```

The calculation puts the frontier orbital gap at 6.1 eV. The calculated total energy is -1633.65389 Ha. The HOMO energy is -7.054 eV.


No. 3
DFT (ωB97M-V/def2-TZVPD) results for a structure of composition C16H31NP2SeW at a distorted geometry.

Structure (ORCA input):
```
! wB97M-V def2-TZVPD RIJCOSX def2/J DEFGRID3
* xyz 2 3
W -2.37942 -1.89579 -3.33166
Se 1.32712 -2.99791 -0.41100
P -4.33829 -2.05128 -2.57627
P -4.37472 -3.49715 0.27757
N -0.96586 -2.33165 -2.14231
C -0.54293 -0.77149 2.01306
C -0.87658 -1.53270 3.26992
C -5.58951 -3.96164 -1.11680
C -3.21906 -2.56045 1.55682
C -4.91746 -3.80515 -2.48149
C -3.95934 -5.24779 0.71011
C -2.83300 0.10084 1.73424
C -2.24638 0.24678 -3.50132
C -2.06518 -3.21481 1.78057
C -5.75795 -3.49973 1.54577
C -1.40922 -0.08192 1.29418
C -5.74219 -0.96984 -2.18635
C -0.00185 -2.59983 -1.44353
C -3.70955 -1.17964 1.91123
C -2.52703 -2.48760 -5.29532
C -1.06149 -3.00064 2.86394
H -2.82146 0.92368 -2.87968
H -1.33542 -3.60373 3.73775
H -0.01725 -1.49260 3.94658
H -4.87868 -5.77978 0.98399
H -0.09578 -3.39442 2.50964
H -3.01837 -0.43533 -4.08897
H -4.59330 -0.98849 1.28298
H -6.46078 -3.30183 -1.00159
H -6.18773 -4.50582 1.60309
H -5.61324 -3.95544 -3.31614
H -1.47014 -0.26383 -2.82555
H -6.56699 -2.81473 1.29205
H -5.38503 -3.24734 2.54787
H -1.93638 -1.88211 -6.00265
H -4.07625 -4.50628 -2.60114
H -1.67574 0.72375 -4.28931
H -3.27415 -5.29509 1.56196
H -6.56290 -1.23301 -2.87356
H -3.32569 0.79192 1.03099
H -3.52477 -5.75244 -0.15732
H -5.89468 -4.98983 -0.92130
H 0.50297 -0.81558 1.71392
H -6.05212 -1.03866 -1.13011
H -1.10153 0.46221 0.39582
H -1.76250 -4.01039 1.09229
H -3.57645 -2.50616 -5.61449
H -2.13308 -3.52644 -5.25510
H -4.11001 -1.18733 2.93478
H -5.44068 0.07481 -2.36696
H -1.76223 -1.15930 3.80210
H -2.85549 0.57958 2.72485
*
```

The calculation puts the frontier orbital gap (alpha / beta) at 6.3 / 6.6 eV. The calculated total energy is -3833.37202 Ha. The HOMO energy (alpha / beta) is -13.985 / -14.568 eV. As for the expectation value of S²: 2.0152. The value obtained for the energy above the lowest of the compared OMol25 structures with the same formula, charge and spin is 156.8 kJ/mol.


No. 4
DFT (ωB97M-V/def2-TZVPD) results for a cluster of 8 separate species, C16H32Br16 in total at a distorted geometry.

Structure (ORCA input):
```
! wB97M-V def2-TZVPD RIJCOSX def2/J DEFGRID3
* xyz -1 2
Br 5.79967 0.65521 -0.09031
Br -1.82732 -5.14280 -0.73002
Br -3.46108 0.55512 2.24023
Br -1.21288 2.47349 -4.83465
Br -4.41755 -1.20201 5.39197
Br -1.03274 0.49761 -1.50466
Br -1.39440 5.96304 -2.81206
Br 3.51508 -3.55451 -1.21705
Br 0.54358 1.89144 3.24076
Br 0.12812 -2.36568 1.85728
Br 3.40004 2.04978 -3.81847
Br 2.28318 0.87065 0.35863
Br -4.33799 2.75907 -0.98376
Br -1.92507 5.65982 1.90519
Br -1.61520 -7.93618 3.09171
Br 2.92939 -2.23341 -4.55885
C 3.75563 -1.39729 -2.95497
C -2.04168 -6.74473 0.45555
C -1.09177 -6.59632 1.70445
C -1.27338 4.03226 2.97640
C -1.00035 -0.47523 0.14398
C -4.04788 -1.32351 2.41430
C 0.81513 2.76887 -4.76776
C -2.64010 3.77981 -1.26711
C -0.09179 -1.69978 -0.02941
C -3.56250 -1.98020 3.73511
C 3.58254 0.48530 1.86817
C 4.70539 -2.41615 -2.32266
C -0.07516 3.43981 2.18536
C 4.94205 0.99996 1.65117
C -2.96640 5.10278 -1.91478
C 1.43989 1.87309 -3.66787
H -2.09507 3.33515 3.14059
H 5.00906 2.08582 1.71843
H -3.93266 -3.00392 3.79075
H -0.92882 4.43497 3.92887
H -1.88956 -7.68675 -0.07130
H 0.75192 4.14372 2.09286
H -3.65155 -1.97190 1.63289
H 1.28902 0.80904 -3.84987
H 5.17173 -2.92528 -3.16612
H -0.33135 3.04208 1.20338
H -1.21331 -5.62672 2.18737
H 1.13552 2.63785 -5.80134
H -3.73671 5.01294 -2.68071
H 3.01007 -1.10588 -2.21516
H -2.11183 3.90380 -0.32178
H -5.13406 -1.41443 2.42240
H 5.41535 -1.87420 -1.69789
H 3.11153 1.08468 2.64727
H -3.05640 -6.74738 0.85359
H 1.11188 2.16722 -2.67087
H -0.52802 -2.47985 -0.65334
H 0.92926 3.83357 -4.56408
H -2.01840 3.12131 -1.87371
H 3.57322 -0.57219 2.13221
H 0.83990 -1.37798 -0.49470
H -0.04352 -6.75011 1.44829
H -3.34009 5.76625 -1.13487
H 4.43777 -0.67093 -3.39676
H 5.56958 0.61675 2.45583
H -1.99624 -0.85206 0.37699
H -0.69051 0.17968 0.95834
H -2.48194 -1.90434 3.85649
*
```

The calculation puts the frontier orbital gap (alpha / beta) at 2.2 / 7.8 eV. The calculated total energy is -41813.05731 Ha. The HOMO energy (alpha / beta) is -0.405 / -6.089 eV. As for the expectation value of S²: 0.7531. The value obtained for the energy above the lowest of the compared OMol25 structures with the same formula, charge and spin is 0.0 kJ/mol.